No. 1
ORCA calculation (wB97M-V/def2-TZVPD) on a single C5H9NO4 molecule in a non-equilibrium geometry.

Last column: Mulliken charge in e.
Atoms and positions in Å:
1 O -2.137 -0.338 1.382  -0.434
2 O 3.111 1.060 0.137  -0.558
3 O -2.991 -0.433 -0.673  -0.558
4 O 2.911 -1.108 0.523  -0.534
5 N 0.479 -1.382 -0.494  -0.656
6 C -1.281 1.165 -0.248  -0.418
7 C 2.472 0.059 0.008  0.215
8 C -2.208 0.041 0.085  0.457
9 C 0.193 1.032 0.279  -1.176
10 C 1.003 -0.028 -0.539  0.591
11 H 0.167 0.763 1.326  0.442
12 H 2.140 -1.736 0.336  0.458
13 H -1.728 2.150 0.109  0.326
14 H -1.244 1.208 -1.317  0.294
15 H -2.903 -0.955 1.456  0.345
16 H -0.139 -1.718 0.194  0.210
17 H 0.731 1.922 0.268  0.507
18 H 1.041 0.305 -1.608  0.361
19 H 0.383 -2.007 -1.222  0.128

The calculation puts the relative energy (zero: lowest compared OMol25 entry of this formula, charge and spin) at 14.71 kcal per mole. As for the charge: 0. The HOMO-LUMO gap is 10.10 eV. The SMILES is N[C@@H](CCC(=O)O)C(=O)O.

No. 2
ORCA calculation (wB97M-V/def2-TZVPD) on C12H24O2 as an isolated structure in a non-equilibrium geometry.

Last column: Mulliken charge in e.
Atoms and positions in Å:
1 O -2.245 4.896 3.223  -0.524
2 O -1.486 3.524 4.708  -0.507
3 C -1.328 3.363 1.064  -0.496
4 C 0.582 -2.092 -0.704  -0.676
5 C -1.079 2.968 2.341  0.030
6 C 3.612 -3.772 -2.380  -1.356
7 C 2.745 -3.075 -1.257  -0.307
8 C -1.645 0.296 -0.083  -0.388
9 C -0.416 2.679 -0.114  -1.345
10 C -0.607 -1.570 -1.244  -0.745
11 C -1.600 -1.134 -0.109  -1.343
12 C 1.305 -2.594 -1.831  -0.487
13 C -0.357 1.194 -0.040  -0.287
14 C -1.680 3.875 3.279  0.241
15 H -1.810 4.184 5.258  0.299
16 H -2.526 0.941 0.272  0.298
17 H 0.247 0.595 -0.687  0.534
18 H 0.864 -3.556 -2.311  0.217
19 H -1.369 -1.311 0.850  0.565
20 H -1.077 1.865 2.799  0.302
21 H -1.446 4.515 0.825  0.290
22 H 0.246 3.255 2.730  0.204
23 H 2.717 -3.983 -0.560  0.251
24 H 3.879 -2.864 -3.329  0.192
25 H -2.547 -1.412 -0.163  0.528
26 H -0.740 2.973 -1.087  0.458
27 H 3.063 -4.780 -2.767  0.224
28 H 4.421 -4.094 -2.136  0.651
29 H 1.662 -1.897 -2.707  0.250
30 H 0.344 -2.886 -0.049  0.381
31 H -0.806 -0.961 -2.151  0.383
32 H 0.498 2.946 0.152  0.454
33 H -2.168 0.607 -1.140  0.306
34 H 3.439 -2.346 -0.831  0.339
35 H -1.286 -2.707 -1.608  0.314
36 H 1.082 -1.332 -0.182  0.402
37 H -2.354 2.924 0.950  0.194
38 H -0.138 0.768 1.020  0.154

The calculation puts the relative energy (zero: lowest compared OMol25 entry of this formula, charge and spin) at 230.81 kcal per mole. As for the charge: 0. The HOMO-LUMO gap is 10.44 eV.

Copy entry 1 word for word.
ORCA calculation (wB97M-V/def2-TZVPD) on a single C5H9NO4 molecule in a non-equilibrium geometry.

Last column: Mulliken charge in e.
Atoms and positions in Å:
1 O -2.137 -0.338 1.382  -0.434
2 O 3.111 1.060 0.137  -0.558
3 O -2.991 -0.433 -0.673  -0.558
4 O 2.911 -1.108 0.523  -0.534
5 N 0.479 -1.382 -0.494  -0.656
6 C -1.281 1.165 -0.248  -0.418
7 C 2.472 0.059 0.008  0.215
8 C -2.208 0.041 0.085  0.457
9 C 0.193 1.032 0.279  -1.176
10 C 1.003 -0.028 -0.539  0.591
11 H 0.167 0.763 1.326  0.442
12 H 2.140 -1.736 0.336  0.458
13 H -1.728 2.150 0.109  0.326
14 H -1.244 1.208 -1.317  0.294
15 H -2.903 -0.955 1.456  0.345
16 H -0.139 -1.718 0.194  0.210
17 H 0.731 1.922 0.268  0.507
18 H 1.041 0.305 -1.608  0.361
19 H 0.383 -2.007 -1.222  0.128

The calculation puts the relative energy (zero: lowest compared OMol25 entry of this formula, charge and spin) at 14.71 kcal per mole. As for the charge: 0. The HOMO-LUMO gap is 10.10 eV. The SMILES is N[C@@H](CCC(=O)O)C(=O)O.

Question: Which formula does entry 1 have?
Answer: C5H9NO4